Below is one molecule with the formula CH5NOS3 in a non-equilibrium geometry, with properties calculated with ωB97M-V with the def2-TZVPD basis set.

Atoms and positions in Å:
C (0.037, 1.435, 1.070)
N (0.239, -1.913, -1.619)
O (1.212, -1.027, 0.725)
S (-2.217, 1.588, -0.022)
S (-0.360, 1.094, -0.692)
S (-0.039, -1.124, -0.006)
H (-0.609, 2.327, 1.503)
H (1.113, 1.527, 1.278)
H (-0.088, 0.508, 1.728)
H (-0.430, -2.518, -2.020)
H (1.142, -1.896, -1.944)

Total charge: 0
SMILES: CS(=S)#S(N)=O
Highest occupied orbital energy (spin up / spin down) in eV: -8.022 / -8.023